Entry 1:
A cluster of 9 separate species, C38H114N15O9P5S4 in total in a non-equilibrium geometry. Source: OMol25; level of theory: the ωB97M-V functional and the def2-TZVPD basis.

```
185
C38H114N15O9P5S4 | OMol25 | the ωB97M-V functional and the def2-TZVPD basis
C -2.89 3.69 5.79
S -1.92 5.21 6.18
O -2.84 6.07 6.93
C -0.94 4.37 7.41
H -3.65 4.03 5.07
H -3.32 3.36 6.76
H -2.11 2.94 5.50
H -0.45 3.59 6.84
H -1.54 4.03 8.30
H -0.20 5.11 7.73
C 4.88 2.07 1.15
S 4.80 0.27 1.21
O 4.93 -0.26 -0.22
C 6.35 -0.11 2.03
H 5.49 2.47 0.30
H 5.16 2.46 2.18
H 3.85 2.51 0.99
H 6.33 -1.22 2.19
H 6.38 0.29 3.08
H 7.23 0.14 1.39
C 2.04 0.83 4.93
S 3.48 1.57 5.63
O 4.56 1.58 4.62
C 2.90 3.29 5.74
H 1.67 1.45 4.10
H 1.41 0.88 5.77
H 2.28 -0.21 4.68
H 3.66 3.79 6.31
H 1.95 3.43 6.29
H 2.89 3.77 4.76
C -4.53 -1.59 1.75
S -4.97 -0.05 1.02
O -4.74 -0.21 -0.48
C -6.73 -0.18 1.22
H -4.53 -1.42 2.87
H -3.49 -1.61 1.34
H -5.24 -2.33 1.37
H -7.04 -0.46 2.26
H -7.21 -0.86 0.58
H -7.18 0.82 1.05
O -1.80 -0.23 1.61
P -0.92 0.64 0.79
N 0.49 -0.13 0.42
C 1.49 0.18 -0.58
C 0.85 -1.23 1.17
N -0.73 2.08 1.53
C -1.16 2.41 2.89
C 0.27 2.98 0.98
N -1.43 1.09 -0.71
C -1.61 -0.05 -1.63
C -2.06 2.36 -1.12
H 1.69 -0.72 -1.19
H 2.53 0.27 -0.14
H 1.18 1.05 -1.08
H 1.74 -1.04 1.84
H 1.24 -2.02 0.51
H 0.00 -1.58 1.69
H -2.15 2.04 3.02
H -0.51 2.09 3.71
H -1.16 3.45 2.85
H 1.14 3.04 1.60
H 0.61 2.69 -0.02
H -0.19 3.96 0.95
H -2.66 -0.28 -1.92
H -1.01 -0.06 -2.53
H -1.26 -0.98 -1.10
H -3.11 2.12 -1.37
H -1.60 2.85 -1.98
H -2.00 3.05 -0.28
O 3.99 4.58 -2.16
P 3.62 3.75 -3.33
N 3.92 2.19 -3.14
C 3.22 1.01 -3.69
C 5.28 1.84 -2.78
N 4.37 4.30 -4.75
C 4.84 5.63 -4.59
C 4.82 3.50 -5.78
N 2.02 3.81 -3.58
C 1.37 3.56 -4.86
C 1.08 3.65 -2.51
H 3.67 0.51 -4.65
H 2.17 1.18 -3.76
H 3.17 0.30 -2.91
H 5.28 1.10 -2.00
H 5.81 2.71 -2.38
H 5.86 1.43 -3.58
H 4.81 6.11 -5.65
H 4.12 6.17 -4.02
H 5.81 5.74 -4.09
H 4.52 3.89 -6.76
H 5.97 3.35 -5.80
H 4.34 2.51 -5.66
H 1.05 2.54 -4.98
H 0.56 4.29 -5.05
H 2.04 3.75 -5.66
H 1.56 3.83 -1.53
H 0.68 2.63 -2.49
H 0.22 4.29 -2.64
O 1.24 -4.44 -0.73
P 1.49 -4.54 -2.19
N 2.43 -5.84 -2.46
C 2.20 -7.08 -1.85
C 3.15 -6.01 -3.76
N 2.35 -3.30 -2.77
C 3.55 -2.99 -1.93
C 2.19 -2.58 -4.02
N 0.03 -4.54 -3.12
C -0.38 -5.80 -3.73
C -1.08 -3.79 -2.48
H 1.53 -6.83 -0.99
H 3.08 -7.56 -1.41
H 1.74 -7.83 -2.62
H 4.14 -6.37 -3.53
H 3.26 -5.00 -4.23
H 2.68 -6.68 -4.50
H 3.58 -3.60 -1.04
H 4.49 -3.22 -2.42
H 3.69 -1.93 -1.60
H 3.19 -2.34 -4.36
H 1.64 -3.23 -4.72
H 1.60 -1.65 -3.89
H -0.93 -6.41 -2.96
H -1.08 -5.54 -4.48
H 0.47 -6.34 -4.07
H -0.75 -2.92 -1.98
H -1.58 -4.46 -1.69
H -1.90 -3.42 -3.19
O -2.81 1.14 -6.26
P -3.61 -0.07 -6.06
N -4.60 -0.54 -7.25
C -5.97 -0.89 -7.05
C -4.20 -0.56 -8.65
N -4.50 -0.04 -4.61
C -5.17 1.21 -4.36
C -4.82 -1.17 -3.82
N -2.55 -1.40 -5.73
C -2.88 -2.72 -6.13
C -1.13 -1.15 -5.40
H -6.12 -0.86 -5.98
H -6.19 -1.85 -7.49
H -6.56 -0.04 -7.53
H -3.17 -0.24 -8.84
H -4.80 0.04 -9.35
H -4.18 -1.59 -8.98
H -4.41 2.00 -4.52
H -5.99 1.37 -5.04
H -5.68 1.22 -3.41
H -5.77 -1.61 -3.99
H -4.04 -1.86 -4.03
H -4.82 -0.94 -2.73
H -3.92 -2.89 -6.48
H -2.30 -3.02 -6.97
H -2.64 -3.43 -5.39
H -0.88 -0.06 -5.55
H -0.52 -1.75 -6.09
H -0.88 -1.44 -4.40
O -0.60 1.30 6.94
P -0.74 -0.15 7.21
N -0.51 -1.12 5.89
C 0.17 -2.40 5.94
C -1.22 -0.71 4.63
N -2.33 -0.45 7.62
C -3.03 0.39 8.61
C -3.07 -1.67 7.34
N 0.20 -0.65 8.47
C 0.09 -1.94 9.13
C 1.55 -0.07 8.54
H 0.67 -2.58 4.96
H -0.46 -3.25 6.26
H 1.00 -2.37 6.63
H -0.48 -0.40 3.83
H -1.92 0.11 4.96
H -1.73 -1.61 4.25
H -4.09 0.55 8.32
H -3.08 -0.01 9.61
H -2.47 1.28 8.73
H -4.03 -1.31 6.86
H -2.50 -2.25 6.58
H -3.32 -2.30 8.15
H -0.53 -2.62 8.57
H 1.12 -2.39 9.10
H -0.14 -1.80 10.16
H 1.60 0.90 8.12
H 2.27 -0.72 8.06
H 1.92 -0.03 9.58
```

Output
Gap between HOMO and LUMO   8.60 eV
Highest occupied orbital energy   -8.23 eV
Net charge   0

Here are the Löwdin charges for atoms 1 to 99, given in e: -0.25, 0.79, -0.56, -0.30, 0.06, 0.05, 0.02, -0.01, 0.09, 0.05, -0.26, 0.80, -0.58, -0.27, 0.06, 0.06, 0.05, 0.06, 0.05, 0.07, -0.27, 0.80, -0.56, -0.23, 0.06, -0.02, 0.07, 0.03, 0.05, 0.06, -0.29, 0.81, -0.56, -0.29, 0.08, 0.03, 0.06, 0.07, 0.03, 0.06, -0.31, 0.50, -0.30, -0.08, -0.14, -0.29, -0.08, -0.10, -0.26, -0.10, -0.07, 0.08, 0.06, 0.03, 0.09, 0.08, 0.05, 0.08, 0.06, 0.05, 0.08, 0.04, 0.09, 0.07, 0.06, 0.08, 0.08, 0.07, 0.07, -0.28, 0.45, -0.26, -0.09, -0.10, -0.33, -0.14, -0.16, -0.29, -0.09, -0.13, 0.12, 0.05, 0.04, 0.04, 0.08, 0.07, 0.11, 0.06, 0.09, 0.08, 0.11, 0.07, 0.07, 0.10, 0.06, 0.08, 0.06, 0.08, -0.29



Entry 2:
A cluster of 19 separate species, C38H114O19 in total in a non-equilibrium geometry. Source: OMol25; level of theory: the ωB97M-V functional and the def2-TZVPD basis.

```
171
C38H114O19 | OMol25 | the ωB97M-V functional and the def2-TZVPD basis
C 2.67 10.04 -11.22
C 3.29 8.98 -12.20
O 2.46 8.63 -13.28
H 3.23 10.04 -10.28
H 1.60 9.99 -10.99
H 2.78 11.06 -11.60
H 3.69 8.13 -11.63
H 4.05 9.48 -12.81
H 2.80 7.92 -13.83
C 3.88 13.03 -9.51
C 5.15 12.60 -10.15
O 5.81 11.77 -9.29
H 3.59 13.98 -9.94
H 3.98 13.09 -8.43
H 3.09 12.29 -9.65
H 5.83 13.43 -10.38
H 4.98 11.99 -11.04
H 6.73 11.99 -9.19
C 6.54 11.31 -3.21
C 5.80 10.32 -4.03
O 6.15 10.47 -5.45
H 7.62 11.34 -3.03
H 6.14 11.48 -2.22
H 6.41 12.28 -3.70
H 4.78 10.48 -3.70
H 6.06 9.27 -3.90
H 5.59 9.91 -6.00
C 11.14 16.97 -2.39
C 9.60 17.19 -2.55
O 9.05 15.89 -2.78
H 11.54 16.39 -3.23
H 11.38 16.41 -1.49
H 11.60 17.96 -2.43
H 9.41 17.79 -3.44
H 9.09 17.70 -1.73
H 8.11 16.04 -2.93
C -0.30 9.18 -1.02
C 0.99 9.93 -0.65
O 0.83 11.35 -0.62
H -0.60 9.24 -2.06
H -1.11 9.39 -0.32
H -0.14 8.14 -0.74
H 1.83 9.67 -1.30
H 1.32 9.64 0.35
H 0.19 11.62 0.04
C 6.40 16.39 -0.28
C 5.48 16.67 -1.42
O 6.28 17.11 -2.53
H 7.23 17.09 -0.27
H 6.84 15.40 -0.18
H 5.83 16.51 0.64
H 4.79 17.48 -1.18
H 4.80 15.83 -1.62
H 6.62 17.96 -2.23
C 11.09 9.73 -3.56
C 10.44 8.47 -2.93
O 10.28 7.35 -3.87
H 10.89 10.59 -2.92
H 10.59 9.94 -4.50
H 12.16 9.63 -3.75
H 9.43 8.70 -2.59
H 10.95 8.06 -2.05
H 9.54 7.63 -4.42
C 8.84 10.37 -6.66
C 8.86 8.91 -6.72
O 8.26 8.54 -5.48
H 9.11 10.84 -5.71
H 7.92 10.86 -6.99
H 9.60 10.62 -7.40
H 9.82 8.39 -6.72
H 8.20 8.60 -7.53
H 7.44 9.04 -5.39
C 1.00 8.27 -5.87
C 0.42 9.35 -5.02
O -0.70 9.96 -5.70
H 0.35 7.43 -6.14
H 1.94 7.86 -5.49
H 1.23 8.69 -6.85
H 1.12 10.13 -4.73
H 0.05 8.95 -4.08
H -0.63 10.91 -5.70
C 4.04 4.76 -5.31
C 3.33 3.81 -6.35
O 3.95 4.01 -7.58
H 3.72 4.67 -4.27
H 4.03 5.82 -5.55
H 5.10 4.50 -5.35
H 2.28 4.11 -6.41
H 3.33 2.78 -5.97
H 3.44 3.59 -8.28
C 6.78 14.25 -6.33
C 6.76 15.28 -5.20
O 5.45 15.44 -4.69
H 5.91 14.32 -6.98
H 6.94 13.21 -6.02
H 7.62 14.33 -7.03
H 7.28 16.20 -5.45
H 7.33 14.76 -4.43
H 5.58 15.94 -3.88
C 2.94 12.79 -4.68
C 2.77 12.64 -3.16
O 1.40 12.85 -2.84
H 2.60 13.76 -5.05
H 2.39 12.00 -5.18
H 3.99 12.72 -4.98
H 3.23 13.47 -2.62
H 3.18 11.73 -2.73
H 1.22 12.17 -2.18
C 4.05 9.28 2.99
C 5.51 9.36 2.26
O 6.07 8.12 2.58
H 4.00 8.52 3.76
H 3.22 9.16 2.30
H 3.85 10.22 3.50
H 6.02 10.27 2.61
H 5.43 9.46 1.18
H 5.70 7.61 1.86
C 3.82 13.55 0.28
C 4.26 12.36 1.12
O 4.85 12.77 2.32
H 3.25 14.35 0.76
H 3.18 13.17 -0.52
H 4.67 14.10 -0.12
H 4.97 11.86 0.47
H 3.42 11.71 1.36
H 4.20 12.87 3.02
C 9.21 10.15 0.88
C 10.55 10.96 0.82
O 11.30 10.26 -0.21
H 8.33 10.43 0.30
H 8.76 10.18 1.87
H 9.29 9.06 0.85
H 11.03 10.88 1.79
H 10.41 12.04 0.88
H 12.22 10.50 -0.12
C 10.81 15.00 1.22
C 9.32 14.72 1.40
O 8.80 15.87 2.04
H 11.26 14.36 0.47
H 11.40 14.89 2.13
H 11.02 15.98 0.79
H 9.34 13.74 1.87
H 8.78 14.59 0.46
H 7.89 15.68 2.25
C 3.90 7.62 -8.45
C 4.92 8.64 -7.90
O 4.23 9.90 -7.54
H 4.17 6.57 -8.36
H 3.76 7.82 -9.52
H 2.93 7.68 -7.95
H 5.68 8.71 -8.68
H 5.45 8.23 -7.04
H 4.69 10.58 -8.03
C 10.41 13.29 -4.71
C 10.90 14.20 -5.77
O 10.24 15.47 -5.55
H 10.69 12.25 -4.86
H 9.34 13.39 -4.57
H 10.80 13.57 -3.73
H 10.60 13.73 -6.70
H 11.99 14.13 -5.68
H 10.02 15.47 -4.61
C 6.64 6.60 -2.53
C 6.42 7.04 -1.05
O 5.13 7.38 -0.69
H 6.16 5.64 -2.74
H 7.70 6.42 -2.71
H 6.33 7.32 -3.29
H 7.09 7.85 -0.79
H 6.71 6.24 -0.36
H 4.59 6.59 -0.75
```

Output
Gap between HOMO and LUMO   9.71 eV
Highest occupied orbital energy   -9.45 eV
Net charge   0

Here are the Löwdin charges for atoms 1 to 99, given in e: -0.06, -0.29, -0.09, 0.04, 0.08, 0.06, 0.09, 0.10, 0.08, -0.07, -0.35, -0.08, 0.08, 0.08, 0.06, 0.12, 0.10, 0.10, -0.07, -0.25, -0.11, 0.07, 0.07, 0.07, 0.10, 0.09, 0.04, -0.05, -0.27, -0.12, 0.06, 0.05, 0.07, 0.11, 0.09, 0.03, -0.07, -0.27, -0.10, 0.06, 0.07, 0.07, 0.11, 0.10, 0.10, -0.09, -0.26, -0.10, 0.08, 0.06, 0.08, 0.12, 0.11, 0.10, -0.07, -0.26, -0.11, 0.06, 0.03, 0.08, 0.09, 0.10, 0.01, -0.10, -0.27, -0.12, 0.06, 0.06, 0.08, 0.13, 0.11, 0.03, -0.09, -0.30, -0.08, 0.08, 0.07, 0.06, 0.10, 0.08, 0.08, -0.07, -0.32, -0.08, 0.06, 0.05, 0.07, 0.10, 0.10, 0.09, -0.07, -0.31, -0.07, 0.07, 0.05, 0.07, 0.12, 0.08, 0.02